DFT (ωB97M-V/def2-TZVPD) results for a structure of composition C6H7O6Yb.

Each line ends with the Löwdin spin population.
CARTESIAN COORDINATES (ANGSTROEM)
O1 2.484 1.366 -0.204  0.076
C1 1.818 0.692 0.633  0.016
O2 1.952 -0.640 0.415  0.070
O3 0.693 0.946 1.138  0.006
Yb1 4.090 -0.190 -1.132  0.825
C2 0.419 -1.096 1.104  0.004
C3 -0.567 -1.386 -0.019  0.001
C4 -1.823 -2.024 0.487  0.000
C5 -3.065 -1.670 0.166  0.000
O4 -3.322 -0.654 -0.751  0.000
C6 -3.749 0.557 -0.362  0.000
O5 -4.215 1.330 -1.155  0.000
O6 -3.627 0.846 0.924  0.000
H1 -0.075 -0.808 2.038  0.000
H2 0.871 -2.026 1.472  0.000
H3 -0.092 -2.069 -0.742  0.001
H4 -0.794 -0.461 -0.565  0.000
H5 -1.732 -2.884 1.154  0.000
H6 -3.955 -2.192 0.521  0.000
H7 -3.145 0.169 1.424  0.000

Output
Multiplicity: 2
Energy: -50146.0397 eV
Charge: 0
Energy relative to the best compared isomer or geometry (same formula, charge and spin): 178.18 kJ/mol
Orbital gap (spin up / spin down): 5.99 / 8.18 eV

***

DFT (ωB97M-V/def2-TZVPD) results for a cluster of 2 separate species, C6H7OPS in total.

Each line ends with the Löwdin spin population.
CARTESIAN COORDINATES (ANGSTROEM)
C1 -2.295 -0.553 0.119  -0.020
C2 -1.482 -1.604 0.534  0.033
C3 -1.764 0.524 -0.585  0.042
C4 -0.078 -1.537 0.461  0.073
C5 -0.363 0.560 -0.844  0.093
C6 0.339 -0.455 -0.325  0.664
O1 2.988 -1.970 0.206  0.432
P1 3.082 1.037 0.472  0.059
S1 2.925 -0.784 -0.649  0.564
H1 -3.305 -0.677 0.484  -0.001
H2 -1.936 -2.313 1.191  0.007
H3 -2.380 1.091 -1.130  0.006
H4 0.688 -2.322 0.716  0.009
H5 0.109 1.294 -1.474  0.014
H6 2.546 1.639 -0.608  -0.001
H7 4.437 1.332 0.280  0.025

Output
Multiplicity: 3
Energy: -28501.6194 eV
Charge: 0
Energy relative to the best compared isomer or geometry (same formula, charge and spin): 0.00 kJ/mol
Orbital gap (spin up / spin down): 7.99 / 7.50 eV

***

DFT (ωB97M-V/def2-TZVPD) results for a structure of composition C6H7PS2.

Each line ends with the Löwdin charge.
CARTESIAN COORDINATES (ANGSTROEM)
C1 -0.494 2.285 -0.138  -0.109
C2 0.602 1.709 -0.766  -0.089
C3 -0.792 1.628 1.056  -0.111
C4 1.031 0.643 -0.032  -0.115
C5 0.238 -2.199 0.133  -1.167
C6 0.141 0.453 1.088  -0.477
P1 -0.965 -1.113 0.797  0.926
S1 1.591 -2.813 0.707  0.659
S2 -0.728 -3.434 -1.645  0.378
H1 -1.124 3.185 -0.590  0.147
H2 0.990 2.045 -1.637  0.074
H3 -1.748 1.748 1.523  0.090
H4 1.742 0.023 -0.355  0.049
H5 0.560 0.346 2.024  0.087
H6 -1.490 -0.548 -0.244  -0.076
H7 0.446 -3.959 -1.921  -0.267

Output
Energy: -37290.4427 eV
Charge: 0
Energy relative to the best compared isomer or geometry (same formula, charge and spin): 140.13 kJ/mol
Orbital gap: 7.54 eV

***

DFT (ωB97M-V/def2-TZVPD) results for the ion C6H8 with charge -1.

Each line ends with the Löwdin spin population.
CARTESIAN COORDINATES (ANGSTROEM)
C1 0.946 -0.143 -0.956  0.097
C2 2.332 -0.090 -0.869  0.232
C3 0.410 0.519 1.394  0.296
C4 0.043 0.063 0.133  0.126
C5 -1.322 -0.406 -0.137  0.038
C6 -2.441 0.054 0.443  0.064
H1 0.506 -0.461 -1.903  0.003
H2 2.993 -0.668 -1.498  0.025
H3 2.721 0.563 -0.095  0.029
H4 -0.389 0.785 2.069  0.035
H5 1.428 0.743 1.681  0.039
H6 -1.406 -1.281 -0.783  0.003
H7 -3.425 -0.304 0.159  0.006
H8 -2.397 0.968 1.021  0.008

Output
Multiplicity: 2
Energy: -6349.0373 eV
Charge: -1
Energy relative to the best compared isomer or geometry (same formula, charge and spin): 0.00 kJ/mol
Orbital gap (spin up / spin down): 4.69 / 6.86 eV

***

DFT (ωB97M-V/def2-TZVPD) results for the molecule C6H8.

Each line ends with the Löwdin charge.
CARTESIAN COORDINATES (ANGSTROEM)
C1 2.561 -0.318 0.668  0.112
C2 1.375 -0.085 0.616  -0.129
C3 -0.037 0.231 0.462  -0.340
C4 -0.300 1.362 -0.639  -0.075
C5 -0.908 -0.712 -0.504  -0.150
C6 -0.966 -0.889 0.928  -0.107
H1 3.612 -0.528 0.667  0.021
H2 -1.194 1.948 -0.438  0.079
H3 -0.373 1.057 -1.717  0.084
H4 0.613 1.927 -0.591  0.063
H5 -0.271 -1.253 -1.179  0.116
H6 -1.795 -0.260 -0.956  0.106
H7 -1.884 -0.690 1.461  0.103
H8 -0.434 -1.789 1.222  0.116

Output
Energy: -6346.6474 eV
Charge: 0
Energy relative to the best compared isomer or geometry (same formula, charge and spin): 399.10 kJ/mol
SMILES: C#CC1(C)CC1
Orbital gap: 9.25 eV

***

DFT (ωB97M-V/def2-TZVPD) results for the molecule C6H8.

Each line ends with the Löwdin charge.
CARTESIAN COORDINATES (ANGSTROEM)
C1 -2.212 1.515 -0.330  0.098
C2 -1.186 0.876 -0.130  -0.117
C3 0.161 0.198 -0.153  -0.435
C4 0.349 -0.394 -1.547  -0.106
C5 0.489 -0.730 1.030  -0.134
C6 1.810 -1.090 1.419  0.002
H1 -3.123 2.121 -0.252  0.035
H2 0.922 1.006 -0.167  0.135
H3 0.110 0.335 -2.346  0.080
H4 -0.143 -1.406 -1.681  0.095
H5 1.477 -0.602 -1.765  0.101
H6 -0.455 -1.291 1.347  0.117
H7 1.947 -1.881 2.137  0.022
H8 2.795 -0.531 0.989  0.107

Output
Energy: -6348.0363 eV
Charge: 0
Energy relative to the best compared isomer or geometry (same formula, charge and spin): 265.10 kJ/mol
SMILES: C#C[C@H](C)C=C
Orbital gap: 10.61 eV

***

DFT (ωB97M-V/def2-TZVPD) results for a cluster of 2 separate species, C6H8 in total.

Each line ends with the Löwdin charge.
CARTESIAN COORDINATES (ANGSTROEM)
C1 1.604 0.933 -1.062  0.074
C2 2.257 0.088 -1.618  -0.201
C3 3.069 -0.901 -2.340  -0.116
H1 1.037 1.618 -0.472  0.012
H2 2.521 -1.857 -2.402  0.082
H3 3.270 -0.551 -3.347  0.070
H4 4.028 -1.018 -1.815  0.080
C4 -1.737 0.674 0.430  0.080
C5 -2.265 0.353 1.462  -0.206
C6 -2.992 0.015 2.679  -0.120
H5 -1.243 0.881 -0.514  0.016
H6 -3.236 -1.057 2.685  0.082
H7 -2.409 0.240 3.574  0.076
H8 -3.904 0.584 2.740  0.069

Output
Energy: -6347.7512 eV
Charge: 0
Energy relative to the best compared isomer or geometry (same formula, charge and spin): 292.60 kJ/mol
SMILES: C#CC.C#CC
Orbital gap: 10.92 eV

***

DFT (ωB97M-V/def2-TZVPD) results for the molecule C6H8.

Each line ends with the Löwdin charge.
CARTESIAN COORDINATES (ANGSTROEM)
C1 2.715 0.539 -0.441  0.110
C2 1.668 0.025 -0.121  -0.113
C3 0.558 -0.713 0.452  -0.266
C4 -0.550 -1.306 -0.401  -0.081
C5 -0.860 -0.171 0.527  -0.305
C6 -1.244 1.190 -0.014  -0.070
H1 3.664 0.961 -0.679  0.019
H2 0.883 -1.302 1.293  0.132
H3 -0.544 -1.096 -1.470  0.112
H4 -0.872 -2.311 -0.143  0.100
H5 -1.365 -0.441 1.452  0.131
H6 -0.709 1.422 -0.942  0.079
H7 -1.022 1.983 0.710  0.078
H8 -2.321 1.221 -0.225  0.076

Output
Energy: -6349.0422 eV
Charge: 0
Energy relative to the best compared isomer or geometry (same formula, charge and spin): 168.04 kJ/mol
SMILES: C#C[C@@H]1C[C@@H]1C
Orbital gap: 10.46 eV